78
Properties=species:S:1:pos:R:3:forces:R:3:lowdin_charge:R:1 method="wB97M-V/def2-TZVPD" molar_mass_g_mol=760.96 e_homo_ev=-11.29 charge=+1 e_lumo_ev=-3.184
Pb -0.632970 -3.960597 0.029004 0.4 0.6 -0.2 1.2727
C -0.011897 3.194182 0.250987 -0.6 -1.0 -0.7 -0.0270
C -1.488025 2.719309 0.303123 0.6 0.2 -1.9 -0.5514
C -2.058217 3.418183 -0.978617 -2.1 0.2 1.3 -0.0466
C -2.065426 3.282410 1.537256 -1.3 0.1 1.8 -0.0695
C -1.539636 1.202689 0.223245 0.7 0.4 0.5 -0.1136
C -1.631021 0.366103 1.344720 0.0 0.5 -0.9 0.0396
C -1.423336 -0.972723 1.112050 -0.5 0.0 1.0 -0.1399
N -1.186792 -1.490603 -0.083587 0.0 -2.1 0.7 -0.0217
C -1.118850 -0.730120 -1.154721 -0.2 0.0 -1.2 -0.2137
C -1.269775 0.613178 -1.000156 0.1 1.9 -1.4 0.0389
C -0.978367 -1.366343 -2.508687 0.0 -0.8 -0.2 -0.1625
C -1.352320 -0.752518 -3.705826 -0.5 1.2 1.1 0.0532
C -1.371344 -1.393310 -4.936690 -0.3 0.3 0.8 -0.1734
C -0.845217 -2.651786 -4.891070 0.8 -2.0 -0.1 0.0132
C -0.453937 -3.233508 -3.668823 0.3 -0.2 -1.2 -0.1316
N -0.548471 -2.664802 -2.503917 -0.4 1.9 1.1 -0.0030
C -1.939623 -0.699564 -6.163787 0.7 -0.1 0.8 -0.5524
C -0.727621 -0.006475 -6.808199 -0.9 1.6 -0.4 -0.0307
C -2.461699 -1.795319 -7.073840 -1.3 -1.3 0.7 -0.0559
C -3.073043 0.315694 -5.826987 2.4 1.1 -0.2 -0.0292
H -0.064403 4.256426 0.190254 0.3 0.9 -0.2 0.0822
H 0.428253 2.777468 -0.650006 0.3 0.2 -0.1 0.0879
H 0.598984 2.925584 1.077040 0.4 -0.4 1.0 0.0750
H -2.209070 4.470951 -0.663327 0.6 -0.3 -0.6 0.0974
H -3.108580 3.121435 -1.222392 0.8 -0.2 0.2 0.1032
H -1.459120 3.303926 -1.871560 0.2 0.3 0.0 0.0696
H -1.728344 4.308141 1.675805 -0.4 0.2 -0.2 0.0927
H -1.603912 2.782393 2.393690 -0.2 -0.1 0.1 0.0695
H -3.187294 3.214381 1.652830 1.2 0.1 -0.3 0.1242
H -1.838063 0.743533 2.334699 0.0 -0.1 0.0 0.1155
H -1.520099 -1.667164 1.946248 0.2 0.0 -0.2 0.0608
H -1.141647 1.290953 -1.878693 -0.2 -0.9 0.8 0.1285
H -1.753561 0.265431 -3.723842 0.2 -0.3 0.5 0.1114
H -0.702159 -3.304224 -5.754847 -0.2 0.4 0.1 0.1219
H 0.018870 -4.204122 -3.619161 -0.2 -0.3 -0.5 0.1163
H 0.017298 -0.717222 -7.110367 0.5 -0.3 -0.1 0.0822
H -0.285281 0.797802 -6.179856 -0.2 -0.8 0.0 0.0999
H -1.095415 0.553241 -7.687520 0.3 -0.4 0.0 0.0988
H -1.672342 -2.482011 -7.380056 0.0 0.1 -0.1 0.0757
H -2.876717 -1.335193 -7.934864 -0.4 0.3 -1.0 0.0731
H -3.307881 -2.452508 -6.623705 1.4 1.2 -0.4 0.1360
H -2.695774 1.283928 -5.321365 -0.6 -1.7 -0.6 0.1143
H -3.780473 -0.211688 -5.259399 -1.2 -0.3 1.0 0.0701
H -3.519251 0.612618 -6.761147 -0.2 0.2 -0.3 0.0809
S -0.967080 -4.253232 2.777426 -0.1 0.2 -0.9 0.4438
C -2.047098 -5.375676 2.109618 -0.3 -0.9 0.8 -1.0004
N -2.735400 -6.260376 1.796368 0.4 0.8 -0.3 0.0724
C -0.428672 2.610956 6.571935 1.1 -0.1 0.5 -0.0313
C 0.832898 2.011421 6.072439 0.6 -0.1 -1.5 -0.3014
C 1.449988 2.409215 4.885809 1.2 0.4 -0.2 -0.0323
C 2.692642 1.859776 4.485016 -1.1 -0.8 0.6 -0.0024
C 3.227056 0.775924 5.219205 -0.1 0.2 0.8 -0.2416
N 4.402181 0.086604 4.751557 -1.2 -0.3 -0.2 0.1212
C 4.478073 -0.447150 3.501213 -1.3 -0.4 -0.7 -0.4942
O 5.499110 -0.410530 2.870625 0.4 -0.4 -0.7 0.0935
N 3.259591 -1.048802 2.989558 1.1 0.7 1.6 0.1541
C 3.074853 -1.545397 1.737329 0.6 -0.4 -1.6 -0.2269
C 3.953248 -1.385884 0.658688 1.1 0.7 -1.5 0.0496
C 3.561064 -1.781722 -0.646137 0.5 -0.1 2.9 -0.0351
C 2.372456 -2.415292 -0.812368 -1.6 -1.0 -1.7 -0.1681
N 1.566033 -2.725493 0.216458 0.5 0.6 1.1 -0.0856
C 1.943249 -2.306707 1.454269 -1.3 -0.1 -0.3 -0.0793
C 2.617709 0.367932 6.432257 0.5 0.1 -1.5 0.0003
C 1.437702 0.999253 6.766741 0.1 -0.9 1.4 -0.0665
H -0.690460 1.999876 7.439143 -0.6 0.6 0.0 0.0860
H -1.168445 2.618796 5.805432 -0.8 -0.1 -0.4 0.0689
H -0.178230 3.639235 6.823086 -0.4 0.1 0.4 0.0953
H 1.035222 3.244493 4.310755 0.1 -0.3 0.1 0.1128
H 3.170954 2.188326 3.563986 0.0 -0.1 0.2 0.1161
H 5.319810 0.381270 5.001651 0.5 0.5 0.5 0.1475
H 2.540655 -1.300872 3.650704 0.1 0.3 0.3 0.1445
H 4.957761 -0.895532 0.732118 -1.3 -0.6 0.4 0.1305
H 4.270893 -1.779552 -1.418775 0.6 0.5 -1.1 0.1004
H 2.024314 -2.679928 -1.858704 0.4 0.1 1.5 0.1227
H 1.227062 -2.490211 2.274853 0.4 -0.2 -0.5 0.0832
H 3.007588 -0.460235 7.051357 -0.1 0.6 -0.6 0.1279
H 0.956842 0.641351 7.662450 -0.2 0.0 0.3 0.1114

83
Properties=species:S:1:pos:R:3:forces:R:3:lowdin_charge:R:1 method="wB97M-V/def2-TZVPD" molar_mass_g_mol=924.80 e_homo_ev=-6.87 charge=0 e_lumo_ev=-0.872
Al 0.604193 -0.580232 -0.398745 0.5 0.3 -0.6 -0.0558
C -1.708262 3.069422 1.778149 0.0 0.1 0.1 -0.0513
C -2.091705 2.958871 0.328149 0.3 -0.1 -0.1 -0.2409
C -2.624933 4.086359 -0.289325 0.0 0.0 -0.1 -0.0586
C -2.996302 4.073258 -1.622284 0.1 0.1 0.1 -0.0728
C -2.804290 2.927130 -2.373008 -0.1 0.0 0.0 -0.0408
C -2.273962 1.776237 -1.804067 0.1 -0.1 0.1 -0.1900
C -2.141348 0.516278 -2.615223 0.0 0.1 0.1 -0.0130
C -1.933675 1.788935 -0.439056 0.0 0.4 -0.4 -0.1982
N -1.499672 0.539148 0.095182 -0.1 -0.1 0.2 0.1326
C -2.214904 0.018503 1.020221 -0.1 0.5 -0.2 -0.2224
C -3.453553 0.624542 1.608115 -0.1 -0.1 -0.1 0.0061
C -1.874455 -1.356850 1.455693 0.1 -0.6 0.2 -0.2318
C -2.749891 -2.072572 2.440505 -0.1 0.1 0.0 0.0085
N -0.878048 -1.898300 0.891000 0.1 0.7 -0.1 0.1757
C -0.705977 -3.305317 0.983382 0.4 -0.7 0.0 -0.2050
C 0.201316 -3.850926 1.891890 0.1 0.3 0.0 -0.2110
C 0.806618 -2.989757 2.965463 0.0 0.0 -0.1 -0.0228
C 0.502603 -5.202803 1.791919 0.0 0.0 0.0 -0.0364
C -0.108488 -5.997140 0.837059 0.0 0.0 0.0 -0.0601
C -1.088866 -5.458960 0.018709 0.0 0.0 0.0 -0.0321
C -1.419309 -4.112490 0.087139 0.1 0.2 0.0 -0.1973
C -2.495796 -3.539034 -0.793755 0.1 0.0 0.0 -0.0208
H -1.088923 3.955302 1.928629 0.0 0.0 0.0 0.0872
H -1.145816 2.212751 2.132346 0.1 -0.1 0.0 0.0425
H -2.596058 3.188197 2.404694 0.0 0.0 0.0 0.0867
H -2.769383 4.982051 0.303600 0.0 0.0 0.0 0.1170
H -3.420639 4.959220 -2.076415 0.0 0.0 0.0 0.1056
H -3.106478 2.909859 -3.412906 0.1 0.0 0.0 0.1140
H -2.150806 0.741305 -3.679921 0.0 0.0 0.0 0.0888
H -2.977662 -0.156863 -2.407976 0.0 0.0 0.0 0.0961
H -1.228933 -0.025323 -2.369221 0.0 -0.1 -0.2 0.0474
H -3.776608 1.499376 1.053303 0.0 0.0 0.1 0.0883
H -3.274595 0.908582 2.647189 0.0 0.0 0.0 0.1038
H -4.262299 -0.103891 1.604406 0.0 0.0 0.0 0.0892
H -3.786076 -2.107035 2.104314 0.0 0.0 0.0 0.0875
H -2.727809 -1.550625 3.399290 0.0 0.0 0.0 0.1023
H -2.392119 -3.089890 2.578551 0.0 0.0 0.1 0.0924
H 1.067211 -2.004265 2.579661 0.1 0.0 0.0 0.0577
H 1.703988 -3.454667 3.367968 0.0 0.0 0.0 0.0762
H 0.097005 -2.858917 3.789367 0.0 0.0 0.0 0.0835
H 1.253396 -5.621531 2.450984 0.0 0.0 0.0 0.1153
H 0.173242 -7.037738 0.739361 0.0 0.0 0.0 0.1082
H -1.590504 -6.080793 -0.713156 0.0 0.0 0.0 0.1151
H -2.956680 -4.326999 -1.385921 0.0 0.0 0.0 0.0825
H -2.075284 -2.799250 -1.475073 0.0 0.1 0.0 0.0619
H -3.277289 -3.053639 -0.200733 0.0 0.0 0.0 0.0736
Br 4.153486 -6.226094 -1.248834 0.0 0.1 0.0 0.6962
C 2.944707 -4.795061 -1.484406 -0.1 0.0 -0.1 -0.7584
C 2.023670 -4.815622 -2.521006 0.1 -0.1 0.1 -0.7573
Br 1.998500 -6.257247 -3.743054 0.0 0.1 0.0 0.6934
C 1.079122 -3.786166 -2.636800 -0.1 -0.1 -0.1 -0.6311
Br -0.229921 -3.808394 -3.998091 -0.1 0.1 0.1 0.7599
C 1.038919 -2.752693 -1.719197 0.0 -0.1 0.0 -0.3711
O 0.142828 -1.771947 -1.719184 -0.5 -0.2 0.1 -0.1198
C 2.004401 -2.715182 -0.679459 -0.2 0.1 0.1 -0.3535
O 1.898294 -1.693964 0.167125 0.1 -0.4 0.1 -0.1279
C 2.933700 -3.730253 -0.572588 0.2 -0.2 0.1 -0.6289
Br 4.139786 -3.662631 0.879383 -0.1 0.1 0.0 0.7693
Cl 3.283025 1.241520 -1.534953 0.2 0.1 0.1 0.5165
C 1.751699 0.347333 -1.922490 -0.5 0.1 0.2 -0.5389
H 2.147631 -0.561278 -2.378897 -0.2 0.0 0.1 0.0093
H 1.291743 0.893444 -2.750631 0.0 0.1 0.1 0.0062
C 3.519344 5.391336 1.841897 0.1 -0.1 -0.1 -0.0800
C 3.764254 4.061961 1.130406 -0.1 0.3 0.1 -0.2253
N 2.822764 3.020990 1.527937 0.1 0.1 -0.1 0.0108
C 1.838399 2.457142 0.815118 -0.4 0.0 0.5 -0.7538
S 1.312799 0.922697 1.418660 0.0 0.0 0.2 0.8200
N 1.188515 3.078644 -0.156559 0.1 0.1 -0.3 0.0306
C 1.317046 4.422678 -0.713301 0.1 0.0 -0.2 -0.2090
C 1.913308 4.443208 -2.117706 -0.1 0.0 0.2 -0.0768
H 4.264717 6.119996 1.521497 0.0 0.0 0.1 0.0799
H 3.598696 5.262161 2.921304 0.0 0.0 0.0 0.0768
H 2.530061 5.795149 1.630695 0.0 0.0 0.0 0.0611
H 4.763388 3.709822 1.388625 0.0 -0.1 -0.1 0.1253
H 3.735354 4.169359 0.047917 0.1 0.0 0.0 0.0981
H 3.111445 2.443704 2.300751 0.0 -0.1 0.0 0.1132
H 0.613582 2.470109 -0.715198 -0.2 -0.2 0.0 0.0922
H 1.895804 5.045700 -0.042965 -0.1 0.0 0.0 0.0762
H 0.307431 4.830378 -0.753953 -0.1 0.1 0.1 0.1131
H 2.926026 4.048096 -2.122814 0.0 -0.1 -0.1 0.0427
H 1.927481 5.467613 -2.490904 0.0 0.0 0.0 0.0789
H 1.305820 3.833979 -2.787780 0.1 0.0 -0.1 0.0776

84
Properties=species:S:1:pos:R:3:forces:R:3:lowdin_spin:R:1 method="wB97M-V/def2-TZVPD" molar_mass_g_mol=1012.60 s_squared=8.7655 e_homo_ev="-7.79 / -8.09" charge=0 e_lumo_ev="-0.005 / -1.586" multiplicity=6
Ru 0.287295 -0.891058 0.825875 -0.1 0.1 0.1 3.7586
Cl 4.750849 1.286308 6.477189 0.0 0.0 0.0 0.0040
C 3.595527 0.603673 5.369453 0.0 0.0 0.0 0.0131
C 2.288501 0.359813 5.789932 0.0 0.0 0.0 -0.0023
C 1.370139 -0.175806 4.915419 0.0 0.0 0.1 0.0161
C 1.715327 -0.484086 3.587493 -0.1 0.0 -0.2 0.0145
O 0.787703 -0.977481 2.799594 0.0 -0.1 0.1 0.2067
C 3.046472 -0.245059 3.178856 0.0 0.0 0.0 0.0136
C 3.569756 -0.566846 1.856933 0.1 0.1 0.0 0.0035
O 2.974405 -1.046560 0.911147 -0.2 0.0 0.1 0.0395
C 3.967295 0.300025 4.085099 0.0 0.0 0.0 -0.0019
H 2.001405 0.599032 6.805367 0.0 0.0 0.0 -0.0002
H 0.349615 -0.359281 5.224546 0.0 0.0 0.0 0.0007
H 4.647624 -0.341018 1.748800 0.0 0.0 0.0 0.0015
H 4.985641 0.481612 3.762357 0.0 0.0 0.0 -0.0003
C 0.328806 2.981663 -5.741588 0.0 0.0 0.0 0.0000
C 0.607333 3.857341 -4.519975 0.0 0.0 0.0 0.0021
C -0.545993 4.859277 -4.371107 0.0 0.0 0.0 0.0010
C 1.917594 4.619432 -4.761685 0.0 0.0 0.0 0.0011
C 0.727424 3.032728 -3.239194 0.0 0.0 0.0 0.0176
C 0.578458 1.658916 -3.217856 0.0 0.0 0.0 -0.0002
C 0.687057 0.987695 -2.013196 0.0 0.0 0.0 0.0239
Br 0.506841 -0.915135 -2.040075 0.0 0.0 0.0 0.0914
C 0.939868 1.609007 -0.793352 0.0 -0.1 0.1 0.0187
O 1.020578 0.924746 0.344235 0.1 0.0 -0.3 0.2705
C 1.108432 3.013845 -0.807387 0.0 0.1 0.0 0.0197
C 0.993240 3.670101 -2.022922 0.0 0.0 0.1 -0.0025
C 1.407508 3.764302 0.495220 0.0 0.0 0.0 0.0017
C 0.274090 3.550064 1.511999 0.0 0.0 0.0 0.0011
C 1.533566 5.272159 0.259141 0.0 0.0 0.0 -0.0001
C 2.739364 3.274278 1.086180 0.0 0.0 0.0 0.0019
H 0.256189 3.611348 -6.629862 0.0 0.0 0.0 0.0000
H -0.613090 2.438494 -5.641256 0.0 0.0 0.0 0.0000
H 1.130615 2.259756 -5.910376 0.0 0.0 0.0 0.0000
H -0.644881 5.457687 -5.279791 0.0 0.0 0.0 0.0002
H -0.380910 5.541590 -3.536048 0.0 0.0 0.0 0.0000
H -1.488767 4.337035 -4.197573 0.0 0.0 0.0 0.0001
H 1.842610 5.218308 -5.672253 0.0 0.0 0.0 0.0002
H 2.751916 3.924344 -4.874446 0.0 0.0 0.0 0.0000
H 2.149996 5.293308 -3.936079 0.0 0.0 0.0 0.0000
H 0.375182 1.097555 -4.118028 0.0 0.0 0.0 0.0007
H 1.111047 4.744124 -2.035551 0.0 0.0 0.0 -0.0002
H -0.689689 3.826617 1.078855 0.0 0.0 0.0 0.0003
H 0.446801 4.181107 2.387119 0.0 0.0 0.0 0.0001
H 0.216013 2.515954 1.844199 0.0 0.0 0.0 -0.0003
H 0.605800 5.700454 -0.126215 0.0 0.0 0.0 0.0000
H 2.344088 5.511147 -0.432535 0.0 0.0 0.0 0.0000
H 1.755559 5.760719 1.209106 0.0 0.0 0.0 0.0000
H 2.704022 2.209329 1.304972 0.0 0.0 0.0 0.0003
H 2.949187 3.808910 2.015970 0.0 0.0 0.0 0.0001
H 3.560127 3.462947 0.390325 0.0 0.0 0.0 0.0000
C -2.359815 -3.818190 0.730628 0.0 -0.1 0.0 0.0115
Ge -1.435166 -5.376485 0.002069 0.1 0.0 0.0 0.0012
C -2.286099 -5.986236 -1.643879 0.0 0.0 0.0 0.0004
C -1.385547 -6.838937 1.296102 0.0 0.0 0.0 0.0001
C 0.414461 -4.850461 -0.473576 -0.1 0.0 0.0 0.0132
Se 1.308454 -3.512792 0.621661 0.0 0.0 0.1 0.0830
C 0.800361 -4.148536 2.385888 0.0 0.0 0.0 0.0084
H -3.200707 -3.548008 0.093516 0.0 0.0 0.0 0.0005
H -1.680675 -2.961556 0.776577 -0.1 0.0 0.0 0.0115
H -2.737954 -4.013561 1.734752 0.0 0.0 0.0 0.0002
H -3.291630 -6.350152 -1.429464 0.0 0.0 0.0 0.0000
H -1.717848 -6.797541 -2.099760 0.0 0.0 0.0 0.0000
H -2.364360 -5.171235 -2.364212 0.0 0.0 0.0 0.0000
H -2.384827 -7.266127 1.392367 0.0 0.0 0.0 0.0000
H -1.071297 -6.492346 2.280304 0.0 0.0 0.0 0.0000
H -0.707952 -7.630452 0.974237 0.0 0.0 0.0 0.0000
H 0.429109 -4.437162 -1.483776 0.0 0.0 0.0 0.0000
H 1.068514 -5.722924 -0.474460 0.0 0.0 0.0 0.0030
H 1.028814 -5.209242 2.455688 0.0 0.0 0.0 0.0016
H -0.253570 -3.965621 2.578840 0.0 0.0 0.0 0.0007
H 1.400188 -3.589704 3.098577 0.0 0.0 0.0 -0.0002
F -6.873349 -3.017929 0.017182 0.0 0.0 0.0 0.0038
C -5.775737 -2.280740 0.178922 0.0 0.0 0.0 0.0120
C -5.185089 -1.666074 -0.910682 0.0 0.0 -0.1 -0.0017
F -5.720344 -1.816338 -2.124503 0.0 0.0 0.0 -0.0013
C -4.042128 -0.907605 -0.731946 0.1 0.0 0.0 0.0161
F -3.502382 -0.344433 -1.815247 0.0 0.0 0.0 0.0054
C -3.458189 -0.740067 0.517459 0.0 0.0 0.0 0.0375
Se -1.933803 0.375168 0.747110 0.2 0.0 0.0 0.2593
C -4.074743 -1.368982 1.589387 -0.1 0.1 0.0 0.0155
F -3.556221 -1.278175 2.815570 0.0 0.0 0.0 0.0052
C -5.217502 -2.131706 1.434641 0.0 0.0 0.0 -0.0020
F -5.776471 -2.740232 2.483019 0.0 0.0 0.0 -0.0015